No. 1
A structure of composition C6H10O. Source: the OMol25 dataset; level of theory: ωB97M-V/def2-TZVPD.

Each line ends with the Löwdin charge.
CARTESIAN COORDINATES (ANGSTROEM)
C  -0.6712  0.3746  -2.2215  -0.10
C  -1.0802  0.1117  -0.7763  -0.21
C  -0.1630  0.7088  0.2849  -0.28
O  -0.7221  0.4296  1.6014  -0.04
C  0.5148  -0.1412  2.0122  -0.27
C  0.9620  -1.3019  1.1978  -0.04
C  1.1810  0.1019  0.6987  -0.14
H  0.2896  -0.0948  -2.4577  0.07
H  -0.5829  1.4485  -2.4214  0.07
H  -1.4206  -0.0292  -2.9123  0.07
H  -1.2069  -0.9646  -0.6070  0.11
H  -2.0663  0.5555  -0.5825  0.12
H  -0.0535  1.7875  0.1065  0.15
H  0.9095  0.0915  2.9951  0.15
H  1.8496  -1.8478  1.5052  0.11
H  0.1750  -1.9035  0.7537  0.10
H  2.0849  0.6734  0.8231  0.13

Forces on the atoms, in the same order (eV/Å):
0.0726 0.0496 -0.0255
0.0256 -0.0113 0.0363
-0.1819 0.1201 -0.1971
-0.3303 -0.1548 0.1127
0.0645 0.0197 0.4799
-0.0897 -0.2114 0.0460
-0.0046 0.2682 0.2686
-0.0955 0.0689 0.0324
0.0139 -0.1305 0.0227
0.1608 0.0709 0.1300
0.1166 0.1772 0.0172
0.1354 -0.0670 -0.0319
-0.1560 -0.0861 0.2226
-0.2130 0.0117 -0.0816
-0.2134 0.1347 0.1371
0.2458 0.0270 -0.1550
0.4493 -0.2869 -1.0142

Properties
- HOMO-LUMO gap (eV) = 10.1962
- energy relative to the best compared isomer or geometry (same formula, charge and spin) (kJ/mol) = 193.7
- electronic energy (eV) = -8429.2333
- total charge = 0
- M (g/mol) = 98.14

***

No. 2
An isolated molecule of C4H5NO. Source: the OMol25 dataset; level of theory: ωB97M-V/def2-TZVPD.

Each line ends with the Löwdin charge.
CARTESIAN COORDINATES (ANGSTROEM)
N  0.2799  -0.7332  2.7592  0.14
C  -0.0675  -0.0857  1.8664  -0.22
C  -0.4859  0.6969  0.7007  -0.12
C  0.3810  0.3826  -0.5059  -0.32
C  0.2234  -0.8653  -1.2486  -0.10
O  -0.2824  0.3655  -1.7537  -0.03
H  -0.4255  1.7641  0.9420  0.13
H  -1.5312  0.4691  0.4672  0.13
H  1.3568  0.8707  -0.5109  0.15
H  1.0787  -1.2745  -1.7840  0.12
H  -0.5273  -1.5902  -0.9326  0.12

Forces on the atoms, in the same order (eV/Å):
-0.3331 0.6488 -0.8451
0.3137 -0.5843 0.8023
-0.0520 0.0858 -0.0559
0.1670 0.0352 0.1479
0.0897 -0.2715 0.0829
-0.0871 0.1585 -0.1561
-0.0373 -0.1726 -0.0078
0.1542 -0.0278 0.0243
-0.1526 -0.0990 -0.0154
-0.1541 0.0688 0.0632
0.0917 0.1582 -0.0403

Properties
- HOMO-LUMO gap (eV) = 11.8281
- energy relative to the best compared isomer or geometry (same formula, charge and spin) (kJ/mol) = 151.8
- electronic energy (eV) = -7764.9535
- total charge = 0
- SMILES = N#CC[C@H]1CO1
- M (g/mol) = 83.09

***

No. 3
A structure of composition C41H29Cl5N3NiOP. Source: the OMol25 dataset; level of theory: ωB97M-V/def2-TZVPD.

Each line ends with the Löwdin charge.
CARTESIAN COORDINATES (ANGSTROEM)
Ni  4.7788  -8.1284  -18.9978  0.35
C  6.2470  -7.9205  -26.1112  -0.08
C  6.3463  -9.1034  -25.3767  -0.09
C  6.2049  -9.0729  -23.9816  -0.06
C  5.9565  -7.8429  -23.2467  -0.38
C  5.8733  -6.6879  -24.0357  -0.13
C  6.0029  -6.6977  -25.4123  -0.09
P  5.7045  -7.7315  -21.4593  1.09
C  5.2361  -9.3840  -20.8797  -0.45
C  3.8606  -9.5350  -20.7865  -0.16
C  3.2842  -10.7984  -20.4674  -0.08
C  4.1479  -11.8222  -20.1504  -0.08
C  5.5561  -11.6570  -20.2089  -0.09
C  6.1074  -10.4436  -20.5376  -0.09
C  7.5139  -7.6101  -21.0255  -0.32
C  8.5879  -7.5598  -21.8668  -0.05
C  9.8370  -7.1741  -21.1592  -0.60
C  9.7008  -6.4081  -18.4106  -0.02
C  8.6718  -6.5145  -17.5754  -0.21
C  8.5178  -6.2520  -16.2038  0.02
C  7.2790  -6.7280  -15.6070  -0.08
C  6.1886  -7.2557  -16.2735  -0.05
C  6.1873  -7.7215  -17.6579  -0.15
C  7.5647  -7.2796  -18.3357  -0.31
H  6.2046  -7.9449  -27.2240  0.11
H  6.4891  -10.0137  -25.9290  0.09
H  6.3031  -9.9829  -23.3568  0.10
H  5.8059  -5.6740  -23.6223  0.11
H  5.8127  -5.7564  -25.9932  0.12
H  3.1495  -8.6898  -21.0010  0.12
H  2.2018  -10.9402  -20.4219  0.11
H  3.7346  -12.8134  -19.9755  0.11
H  6.2134  -12.4892  -19.9642  0.10
H  7.2455  -10.3242  -20.4903  0.14
H  8.4472  -7.6680  -22.9202  0.11
H  10.7237  -7.7005  -21.4473  0.06
H  10.6544  -5.9859  -18.1282  0.12
H  9.1645  -5.5760  -15.6603  0.11
H  7.1998  -6.6069  -14.5161  0.07
H  5.2325  -7.4862  -15.7090  0.10
Cl  7.2665  -11.1378  -17.2900  0.74
C  7.9321  -9.7259  -17.9588  -0.68
C  7.2851  -8.6330  -17.9624  -0.23
C  7.9093  -6.9956  -19.7238  -0.56
Cl  7.4664  -5.1326  -19.9093  0.63
C  9.4100  -7.3136  -19.6558  -0.39
Cl  10.3159  -5.4648  -21.3738  0.64
C  9.9248  -8.6928  -19.1049  -0.56
Cl  11.6396  -8.7743  -19.2559  0.73
C  9.3245  -9.7289  -18.4296  -0.65
Cl  10.2609  -11.1071  -17.9451  0.66
C  4.6540  -6.0052  -12.6770  -0.05
C  4.1606  -7.3518  -12.8225  -0.30
C  2.9384  -7.7816  -12.4501  -0.03
C  2.6403  -9.1636  -12.3387  -0.01
C  3.5548  -10.0832  -12.7996  -0.28
N  3.0837  -11.4213  -12.8888  0.12
C  3.3279  -12.2373  -13.9750  -0.52
O  3.5492  -13.4287  -13.8368  0.06
N  3.6081  -11.6123  -15.1956  0.14
C  3.0634  -10.5462  -15.9407  -0.18
C  1.8508  -9.9107  -15.6235  0.02
C  1.4454  -8.8419  -16.4344  -0.02
C  2.2540  -8.4736  -17.5304  -0.11
N  3.4418  -9.0140  -17.7019  0.00
C  3.8434  -10.0169  -16.9731  -0.07
C  4.8151  -9.6980  -13.2308  -0.01
C  5.1179  -8.3552  -13.1770  -0.03
H  3.9623  -5.3010  -13.0850  0.08
H  5.6157  -5.8896  -13.2201  0.07
H  4.8881  -5.7565  -11.6365  0.10
H  2.1569  -7.1410  -12.1305  0.11
H  1.7309  -9.5624  -11.9790  0.10
H  3.1173  -11.9514  -12.0197  0.16
H  4.0536  -12.2924  -15.8068  0.15
H  1.2672  -10.2297  -14.7901  0.11
H  0.5124  -8.3632  -16.2910  0.09
H  1.9377  -7.6885  -18.2129  0.11
H  4.7823  -10.4573  -17.2823  0.07
H  5.5500  -10.4422  -13.4309  0.12
H  6.1463  -8.0821  -13.4885  0.10

Forces on the atoms, in the same order (eV/Å):
-0.3364 -0.4139 0.2023
-0.9189 1.1011 0.2815
-0.1513 0.8849 0.4570
-0.1343 0.8250 1.4716
-0.0636 -1.6322 -2.6213
0.3630 0.8677 0.3060
-0.0687 -0.8167 -1.7435
1.6385 0.6523 0.2234
0.5083 0.3902 0.0602
-1.9452 -0.2536 -0.0061
0.6908 0.7048 0.2722
0.1700 -0.4989 -0.6481
-0.3965 -0.1712 0.3125
1.2599 -0.1141 -0.0402
-0.3468 0.4653 -0.6118
-1.8487 0.0031 1.2328
0.0903 0.7866 1.4181
2.2053 -0.1110 -1.3030
-1.7869 -1.3441 0.3422
-1.9748 -0.4318 0.0421
0.3484 0.6419 0.1585
-0.7519 -0.6057 1.4254
1.3509 0.8482 -1.4738
-0.5740 0.6558 1.6773
0.3246 0.0506 1.0336
0.1100 -0.4177 0.1752
-0.1496 0.4309 -0.7151
-0.3669 -0.5664 0.4000
0.4640 -1.0137 0.6864
0.9599 -0.7799 -0.0327
0.3906 0.1223 -0.0646
0.1513 0.1402 0.2235
-0.2155 0.1310 -0.0030
-1.8758 0.0192 -0.3807
0.4502 -0.2524 -0.5312
0.1953 -0.5701 -0.0060
0.1341 -0.0294 -0.2658
0.2083 -0.3528 0.0753
-0.0843 0.2091 -0.5971
1.3505 0.4298 -0.4204
-0.4328 -1.2164 0.5539
2.1189 -1.8155 -0.2951
-1.7823 2.5351 0.3865
-0.1242 -0.4646 -0.6750
0.2002 -0.9306 -0.2492
1.0155 0.9644 0.7394
0.2132 0.4888 -0.7083
-1.3002 -0.8161 0.2782
0.4509 0.1685 -0.2631
0.4422 0.9015 -0.8155
0.0342 0.1440 -0.0294
1.5417 1.5545 -0.2781
2.2360 -2.5305 -0.3881
-1.5684 -2.0571 1.0708
1.3953 1.2277 -1.1226
-0.8631 0.0757 -0.2187
-0.0066 -0.8155 0.1655
1.4658 0.1123 0.6273
-0.6559 0.3032 -0.3499
-0.1518 -0.7518 -1.0822
-0.2659 0.5799 1.2345
0.8478 0.5661 -1.0668
1.2858 -0.9421 -0.8704
-1.3439 0.3139 1.5907
0.1478 0.7739 -1.6907
-0.0778 -1.1631 0.5808
-0.4402 0.6598 0.8477
0.4061 0.3552 -0.5205
-0.4434 0.7789 -0.0816
-0.6392 0.0586 0.2198
-0.2937 0.0093 -0.0513
-0.4165 0.9507 0.2389
-1.0712 0.0671 0.2439
-0.1508 0.0252 -0.4161
-0.0321 0.0778 0.3217
-0.3130 -0.2139 0.4155
-0.7209 0.4006 0.2174
0.1606 -0.0615 0.1233
0.1488 -0.0299 0.4064
0.4504 -0.3335 -0.5158
-0.8411 0.0652 0.4136

Properties
- HOMO-LUMO gap (spin up / spin down) (eV) = 6.8257 / 7.0353
- energy relative to the best compared isomer or geometry (same formula, charge and spin) (kJ/mol) = 293.3
- multiplicity = 3
- electronic energy (eV) = -162443.4351
- total charge = 0
- M (g/mol) = 846.63

***

No. 4
The ion C33H27N2O3S with charge -1. Source: the OMol25 dataset; level of theory: ωB97M-V/def2-TZVPD.

Each line ends with the Löwdin charge.
CARTESIAN COORDINATES (ANGSTROEM)
C  -7.3626  -0.8798  3.0197  -0.08
N  -6.2457  -0.2279  3.6804  -0.26
C  -6.5619  0.9681  4.4387  -0.08
C  -4.9333  -0.7079  3.5855  -0.27
C  -4.0459  -0.1203  2.6606  0.01
C  -2.7445  -0.5890  2.5816  -0.06
C  -2.2879  -1.5052  3.5226  -0.26
C  -0.8245  -1.9155  3.5436  -0.48
S  -0.5523  -3.0999  2.1987  0.99
C  -1.7201  -4.3783  2.5276  -0.52
C  -2.8193  -4.5894  1.6515  -0.07
C  -3.6454  -5.6962  1.7969  0.01
C  -3.4464  -6.5745  2.8802  -0.16
N  -4.3471  -7.6624  3.1117  -0.32
O  -4.1336  -8.4195  4.0920  0.04
O  -5.3196  -7.8313  2.3387  0.04
C  -2.3625  -6.3838  3.7561  0.01
C  -1.5371  -5.2772  3.6053  -0.08
C  0.2305  -0.8031  3.5039  -0.25
C  1.5866  -1.1592  3.4802  -0.04
C  2.5983  -0.2202  3.6458  -0.10
C  4.0103  -0.6013  3.6040  -0.17
C  4.4240  -1.6999  2.8177  -0.05
C  5.7481  -2.1448  2.8546  -0.11
C  6.7006  -1.4519  3.6223  -0.12
C  6.3132  -0.3327  4.3739  -0.10
C  4.9794  0.0600  4.3755  -0.03
C  2.2215  1.1619  3.9878  -0.32
O  3.0096  1.9328  4.5750  -0.06
C  0.8376  1.5711  3.6848  -0.10
C  0.4820  2.9969  3.6430  -0.16
C  -0.6125  3.4530  2.8665  -0.04
C  -0.9543  4.8096  2.8509  -0.11
C  -0.1851  5.7473  3.5562  -0.13
C  0.9104  5.3141  4.3125  -0.10
C  1.2100  3.9595  4.3695  -0.03
C  -0.1069  0.5609  3.5452  -0.02
C  -3.1674  -2.1126  4.4221  -0.04
C  -4.5047  -1.7582  4.4249  0.00
H  -7.0035  -1.7848  2.5136  0.09
H  -8.1413  -1.1485  3.7507  0.07
H  -7.8212  -0.2069  2.2770  0.07
H  -5.6672  1.3362  4.9619  0.09
H  -6.9326  1.7591  3.7695  0.07
H  -7.3419  0.7373  5.1802  0.07
H  -4.3945  0.7029  2.0301  0.12
H  -2.0570  -0.1633  1.8529  0.12
H  -0.6429  -2.5554  4.4243  0.10
H  -3.0083  -3.8736  0.8487  0.11
H  -4.4411  -5.9224  1.0892  0.12
H  -2.1954  -7.1274  4.5331  0.12
H  -0.7282  -5.1025  4.3191  0.12
H  1.8579  -2.2175  3.3979  0.10
H  3.6898  -2.1999  2.1856  0.10
H  6.0239  -3.0321  2.2863  0.09
H  7.7415  -1.7787  3.6271  0.08
H  7.0311  0.2311  4.9726  0.09
H  4.6585  0.8978  4.9868  0.09
H  -1.1632  2.7279  2.2634  0.10
H  -1.8237  5.1272  2.2767  0.09
H  -0.4361  6.8087  3.5170  0.08
H  1.5375  6.0174  4.8614  0.09
H  2.0493  3.6203  4.9655  0.09
H  -1.1571  0.8468  3.5087  0.09
H  -2.7854  -2.8390  5.1350  0.11
H  -5.2230  -2.2415  5.0899  0.12

Forces on the atoms, in the same order (eV/Å):
0.5378 0.2208 0.2238
-1.0300 0.1949 0.1459
0.2610 -0.3756 -0.2793
0.5270 -0.2691 -0.0774
-0.3371 -0.5122 0.3971
-0.1359 0.3970 0.1272
0.7519 -0.4097 0.1603
-0.1395 0.1386 0.9766
0.4030 -0.1476 -1.2861
-0.9035 -0.7250 0.2561
0.6551 -0.0006 0.3068
-0.1706 -0.5115 0.5255
1.2169 1.3491 -0.3770
-1.7423 -2.4940 0.4638
-0.3200 1.5459 -1.8590
1.8914 0.5323 1.3202
-0.5612 -0.0783 -0.0482
-0.0641 0.1992 -0.4755
-0.4141 -0.2349 -0.3118
0.1391 0.1942 0.1006
-0.8920 0.5909 0.0483
0.4198 -0.5807 -0.0037
0.3048 0.1817 0.3332
-0.1331 0.4635 0.2726
-0.0890 0.0377 -0.0304
-0.1661 -0.5924 -0.4884
0.1952 0.1567 0.2296
-0.5602 -0.2498 0.2340
0.3238 0.1768 -0.3606
0.7104 -0.9600 0.0884
-0.4783 0.4246 0.0077
0.4466 0.1833 0.3887
0.2730 -0.2223 0.1511
-0.0046 -0.0858 0.0256
-0.5582 -0.1169 -0.4388
0.1694 0.0587 0.0951
0.0160 0.0234 -0.0955
0.1686 0.2357 -0.2121
-0.2192 0.6915 -0.4417
-0.1873 0.2279 0.1283
0.0312 -0.0863 -0.1506
-0.0172 -0.1665 -0.0098
-0.3133 -0.1454 -0.1925
-0.0258 0.0856 0.1990
0.0670 0.2013 -0.0040
0.0502 -0.3751 0.1596
-0.0946 -0.2006 0.1474
-0.2367 0.4724 0.0479
0.1922 -0.2664 0.2200
0.0971 0.2450 0.2593
-0.0699 0.3400 -0.0772
-0.1468 -0.1416 -0.3578
-0.0967 0.3069 0.0078
0.2219 0.0558 0.1366
0.0719 0.2309 0.0547
-0.2448 0.0238 -0.0063
-0.1118 -0.2525 -0.1784
0.0959 -0.2503 -0.2208
0.0526 0.2710 0.1620
0.2111 0.0318 0.0550
0.0011 -0.2682 -0.0239
-0.2410 -0.0912 -0.1251
-0.2428 0.0455 -0.1600
0.2973 0.0025 0.1020
-0.0452 0.0350 -0.1348
0.1930 0.2389 -0.1312

Properties
- HOMO-LUMO gap (eV) = 4.3201
- electronic energy (eV) = -54615.6195
- total charge = -1
- SMILES = CN(C)c1ccc([C@@H](Sc2ccc([N+](=O)[O-])cc2)c2cc(-c3ccccc3)c([O-])c(-c3ccccc3)c2)cc1
- M (g/mol) = 531.66

***

No. 5
A structure of composition C5H11NO2. Source: the OMol25 dataset; level of theory: ωB97M-V/def2-TZVPD.

Each line ends with the Löwdin charge.
CARTESIAN COORDINATES (ANGSTROEM)
O  2.3078  -2.8097  -0.8135  -0.22
C  0.3604  -1.9564  1.4463  0.17
O  -2.1324  0.5695  2.1058  -0.26
C  0.5796  -0.7051  0.9539  -0.16
C  -0.8468  2.5221  -1.4158  -0.24
C  0.0141  1.4957  -1.6906  0.06
C  -1.7708  1.6774  -0.8070  0.07
N  1.6023  -0.4108  0.0476  0.16
H  1.2753  -2.6560  1.4877  0.12
H  -0.1776  -2.0115  2.2940  0.03
H  -2.8040  1.7831  -1.1649  0.09
H  0.8692  1.4756  -2.3228  0.03
H  1.3777  0.1153  -0.7878  0.03
H  -0.2235  0.0268  1.2114  0.08
H  -1.5450  0.9922  -0.0339  0.00
H  -1.1049  3.6484  -1.4868  0.13
H  -2.3638  0.4708  3.0270  -0.07
H  2.7852  -2.7946  -1.6011  -0.07
H  1.7970  -1.4330  -0.4494  0.07

Forces on the atoms, in the same order (eV/Å):
-2.2717 1.2884 2.5496
5.7656 -0.6653 0.0887
0.6480 -0.3153 -0.9107
0.0275 2.3798 -2.7026
1.6899 1.0366 0.6977
-1.9189 2.4645 1.7741
-0.9128 -0.6425 -1.3555
-2.2416 -3.6634 1.1333
-1.8919 0.4589 -1.2487
-2.8877 -0.3810 2.2808
0.0487 -0.4996 0.2927
0.0143 -0.1068 -1.5052
-0.8371 1.8315 0.5815
0.4182 -0.0049 -0.3649
-0.0982 -0.3268 0.6233
1.1127 -1.8022 -0.7345
-0.0413 -0.0010 0.5573
1.3383 0.0682 -2.2393
2.0380 -1.1191 0.4824

Properties
- HOMO-LUMO gap (eV) = 3.5058
- energy relative to the best compared isomer or geometry (same formula, charge and spin) (kJ/mol) = 1500.9
- electronic energy (eV) = -10933.7111
- total charge = 0
- M (g/mol) = 117.15

***

No. 6
An isolated molecule of C4H7N3S. Source: the OMol25 dataset; level of theory: ωB97M-V/def2-TZVPD.

Each line ends with the Löwdin charge.
CARTESIAN COORDINATES (ANGSTROEM)
C  0.3284  -1.6583  0.7934  -0.18
C  -0.7021  -1.0902  1.2431  -0.04
C  1.7295  -0.1762  -0.7245  -0.87
C  -1.4797  0.0559  0.9784  -0.11
N  1.3270  -1.3388  -0.1815  -0.03
N  0.9482  0.7168  -1.2670  -0.03
N  1.3300  1.9066  -1.7422  0.03
S  3.3951  0.2518  -0.6571  0.61
H  0.7275  -2.5928  1.3043  0.13
H  -2.2263  -0.1597  0.2134  0.09
H  -0.8217  0.7951  0.5755  0.06
H  -2.0061  0.4466  1.7686  0.05
H  2.0001  -2.1328  -0.3817  0.14
H  2.2237  2.3413  -1.8465  0.06
H  0.5400  2.5211  -1.8838  0.10

Forces on the atoms, in the same order (eV/Å):
3.9116 -3.1685 -0.1301
-1.1972 0.2205 0.8902
3.9850 2.0580 -0.1344
-0.6788 0.0654 -2.0827
-0.0763 -2.5937 -0.4873
-2.2117 1.6094 -0.5516
-1.8652 -0.9031 0.3536
-0.1510 -0.7146 -0.0427
-0.8951 0.9200 -0.5474
-0.0904 -0.0168 -0.1902
0.3699 0.8762 -0.2952
-1.0493 0.9560 2.1562
-1.2101 1.7187 0.7286
1.0570 -0.7144 0.4758
0.1015 -0.3133 -0.1426

Properties
- HOMO-LUMO gap (spin up / spin down) (eV) = 6.2988 / 8.0088
- energy relative to the best compared isomer or geometry (same formula, charge and spin) (kJ/mol) = 603.3
- electronic energy (eV) = -19561.5252
- total charge = 0
- M (g/mol) = 129.19